The following is a DFT calculation (wB97M-V/def2-TZVPD) of a cluster of 2 separate species, C4H12 in total in a non-equilibrium geometry.

Each line ends with the Löwdin charge.
Positions of all 16 atoms, in Å:
C: -1.22757 -1.29574 -2.22879  -0.157
C: 0.15279 -1.20165 -1.50855  -0.161
H: -1.58025 -0.27704 -2.34649  0.054
H: -1.02975 -1.78349 -3.18965  0.060
H: -1.92376 -1.89710 -1.66830  0.052
H: 0.64484 -0.27396 -1.79869  0.060
H: 0.73594 -2.05564 -1.90243  0.063
H: 0.07748 -1.38577 -0.45491  0.031
C: 0.32750 0.62075 2.27175  -0.165
C: 0.71531 1.86470 1.49973  -0.183
H: 1.16279 0.38989 2.91753  0.058
H: -0.59484 0.68838 2.85956  0.068
H: 0.14989 -0.22115 1.60166  0.039
H: 1.19144 2.63681 2.13899  0.068
H: 1.30144 1.66802 0.59987  0.060
H: -0.10325 2.52297 1.20873  0.054

Calculated values
Charge   0
HOMO-LUMO gap   12.66 eV
Energy above the lowest of the compared OMol25 structures with the same formula, charge and spin   10.1 kcal per mole
F_max   1.97 eV Å⁻¹
E   -159.5689 Eh
HOMO energy   -11.50 eV
LUMO   1.16 eV